[1]
C3H9N2O as an isolated structure in a non-equilibrium geometry, computed with wB97M-V/def2-TZVPD.

XYZ file:
```
15
Properties=species:S:1:pos:R:3:forces:R:3
C -2.22881 0.28255 -0.53952 -2.6 -2.4 -1.9
C -0.27543 0.86515 0.74275 2.3 -3.3 -3.5
C 1.33504 0.44482 -0.18586 -1.5 1.9 1.8
N -1.25332 -0.08392 0.16111 2.4 0.7 1.1
N 1.68466 -0.95044 -0.07425 -2.5 -0.3 0.0
O -0.88304 -1.37485 0.31725 1.4 0.7 -0.3
H -2.79943 -0.55117 -1.06399 0.8 1.1 0.9
H -2.63479 1.26980 -0.69094 0.7 0.4 0.5
H 0.15334 0.47075 1.59088 -0.3 -0.1 2.7
H -0.61558 1.83305 0.56760 0.0 1.7 0.3
H 2.11108 1.04331 0.34642 -0.9 0.0 -0.8
H 0.97194 0.82438 -1.14127 1.1 -0.5 -0.2
H 1.77076 -1.46619 -0.92645 0.2 -0.1 -0.6
H 0.32824 -1.32790 0.28168 -1.4 -0.3 -0.2
H 2.33534 -1.27935 0.61460 0.4 0.4 0.3
```
Positions in Å, forces in eV/Å.

## Properties
* net charge: +1
* M: 89.118 g/mol
* LUMO: -0.1494 hartree
* HOMO energy: -14.3 eV



[2]
C3H9N2O as an isolated structure in a non-equilibrium geometry, computed with wB97M-V/def2-TZVPD.

XYZ file:
```
15
Properties=species:S:1:pos:R:3:forces:R:3
C -1.26440 -0.52085 -0.35461 2.5 -2.4 1.1
C -0.93191 0.83981 -0.11099 0.4 -0.5 0.1
C -0.96303 -1.66122 0.62994 3.3 1.6 -0.8
N -0.08884 1.75437 0.09630 -1.6 3.4 -0.3
N 2.02919 0.62623 -0.28679 -0.5 -0.9 -1.7
O -2.17682 0.50026 -0.00346 -1.8 1.9 0.4
H -1.31654 -0.95317 -1.32449 -0.3 0.4 -1.1
H -1.09918 -1.44488 1.66311 -0.8 0.1 0.7
H 0.18346 -1.93132 0.60870 -2.1 0.4 -0.4
H -1.49235 -2.42980 0.18111 -1.0 -2.1 0.2
H 1.02127 1.51601 -0.18622 -0.2 -0.4 0.7
H -0.42490 2.76101 0.24046 0.4 -2.0 0.0
H 2.31419 0.58572 -1.26433 1.0 0.4 0.3
H 1.43783 -0.21090 -0.27641 0.5 0.0 0.8
H 2.77204 0.56873 0.38766 0.4 -0.1 0.0
```
Positions in Å, forces in eV/Å.

## Properties
* net charge: +1
* M: 89.118 g/mol
* LUMO: -0.1152 hartree
* HOMO energy: -15.8 eV



[3]
A 2-piece molecular cluster, C3H9N2O overall in a non-equilibrium geometry, computed with wB97M-V/def2-TZVPD.

XYZ file:
```
15
Properties=species:S:1:pos:R:3:forces:R:3
C -0.59720 0.89044 0.62292 -0.7 0.1 -0.9
C -1.64090 2.60035 -0.89178 3.0 1.0 -1.9
C 1.56861 -2.46527 -0.30895 1.7 -0.5 1.6
N -0.44150 -0.10887 1.14558 1.2 -3.1 1.0
N -0.81158 2.06127 0.22720 0.2 1.7 -0.7
O 0.85497 -2.19697 0.93058 2.3 -4.2 2.3
H -2.13000 1.81375 -1.42360 -0.8 -0.5 0.4
H -1.00905 3.11552 -1.78754 -0.9 -1.2 2.5
H -2.19830 3.36776 -0.42740 -1.2 0.5 0.0
H 1.84994 -1.49389 -0.61554 0.2 0.6 -1.3
H 0.96485 -3.08859 -0.87307 -1.5 -0.4 -1.8
H 2.49482 -3.10517 -0.21742 -0.7 1.0 0.7
H 0.27608 -1.02488 1.12372 -0.8 0.2 0.3
H 1.17488 -2.99939 1.57258 -1.7 3.3 -1.7
H -0.35562 2.63396 0.92272 -0.2 1.3 -0.4
```
Positions in Å, forces in eV/Å.

## Properties
* net charge: +1
* M: 89.118 g/mol
* LUMO: -0.1165 hartree
* HOMO energy: -15.0 eV



[4]
A 2-piece molecular cluster, C3H9N2O overall in a non-equilibrium geometry, computed with wB97M-V/def2-TZVPD.

XYZ file:
```
15
Properties=species:S:1:pos:R:3:forces:R:3
N -3.65704 0.25232 -0.17807 0.5 0.2 -0.5
C -0.06391 -1.46525 0.28099 -0.1 -1.0 0.6
C 0.44081 -0.17025 -0.03574 1.0 1.1 -0.1
N 1.75076 0.00220 0.36299 -0.2 -0.2 -0.7
C 2.53466 1.04476 -0.28449 0.2 0.0 0.3
O -0.19902 0.66167 -0.64125 -0.5 -0.1 0.0
H -4.26608 0.73376 0.44056 -0.4 0.3 0.5
H -2.68709 0.47986 -0.02540 -0.1 -0.1 -0.1
H -3.88241 -0.71516 -0.26917 0.0 -0.4 0.0
H 0.39202 -2.03316 1.09078 -0.1 0.0 0.0
H -0.88311 -1.94439 -0.24776 0.0 0.3 -0.2
H 2.28353 -0.72741 0.81352 -0.3 -0.2 0.3
H 3.27328 1.43135 0.41799 -0.1 0.0 0.1
H 3.10070 0.62107 -1.11936 -0.2 0.0 -0.1
H 1.86290 1.82861 -0.60558 0.0 0.1 -0.1
```
Positions in Å, forces in eV/Å.

## Properties
* net charge: +1
* M: 89.118 g/mol
* LUMO: -0.3333 hartree
* HOMO energy: -12.9 eV



[5]
A 2-piece molecular cluster, C3H9N2O overall in a non-equilibrium geometry, computed with wB97M-V/def2-TZVPD.

XYZ file:
```
15
Properties=species:S:1:pos:R:3:forces:R:3
C -3.02866 0.27906 -0.35270 2.3 -0.1 1.9
C -1.63364 0.34081 -0.79585 -2.7 -0.2 -0.4
C 3.04890 -0.31793 -0.52850 0.4 0.2 0.0
N -3.10166 -0.19303 0.92070 -2.3 0.7 -1.7
N 2.34804 0.19342 0.60766 -0.2 -3.5 0.8
O -0.77742 -0.23179 -0.14044 1.9 -0.6 1.3
H -3.86570 0.79808 -0.68949 -1.0 0.6 -1.2
H -1.35223 0.80263 -1.71222 -0.1 0.7 -1.0
H 2.44915 -0.92291 -1.22697 0.2 0.2 0.6
H 3.39594 0.61538 -0.98309 0.6 -0.4 -0.6
H 3.97776 -0.90384 -0.09841 -1.4 0.9 -0.8
H -3.96210 -0.22896 1.46929 0.8 -0.1 -0.4
H -2.21008 -0.44499 1.20788 1.6 -1.0 1.5
H 1.72270 -0.48942 1.13610 0.2 1.5 -0.9
H 2.98902 0.70349 1.18603 -0.2 1.1 0.7
```
Positions in Å, forces in eV/Å.

## Properties
* spin multiplicity: 3
* net charge: +1
* M: 89.118 g/mol
* LUMO (spin up / spin down): -0.1264 / -0.3119 hartree
* HOMO energy (spin up / spin down): -10.5 / -13.1 eV



[6]
A 2-piece molecular cluster, C3H9N2O2 overall, computed with wB97M-V/def2-TZVPD.

XYZ file:
```
16
Properties=species:S:1:pos:R:3:forces:R:3
N -0.75050 0.72326 3.11464 -0.1 -0.2 0.2
C -0.16635 0.58333 1.83447 -0.3 0.1 -0.1
O 0.49041 -0.46677 1.65579 0.1 0.1 0.0
O -0.41145 1.51326 1.02018 0.2 -0.1 0.2
H -0.55387 0.01522 3.79743 0.0 0.1 0.0
H -1.22850 1.56089 3.38832 0.1 0.0 -0.2
C -0.73126 -0.96322 -1.55214 0.0 0.2 -0.3
C 0.75447 -0.62634 -1.61456 -0.1 -0.6 0.1
N 0.94263 0.80184 -1.48637 -0.2 0.3 0.1
H -1.28506 -0.27436 -2.19493 0.0 0.0 -0.1
H -0.92478 -1.98313 -1.89472 0.0 -0.1 0.1
H -1.10823 -0.83173 -0.54048 0.1 -0.1 0.1
H 1.25189 -1.20958 -0.82733 0.0 0.1 0.0
H 1.17453 -0.96131 -2.57062 -0.1 0.0 -0.1
H 0.62869 1.08728 -0.54693 0.0 0.1 -0.2
H 1.91740 1.03134 -1.58276 0.3 0.1 0.1
```
Positions in Å, forces in eV/Å.

## Properties
* net charge: -1
* M: 105.117 g/mol
* LUMO: 0.1607 hartree
* HOMO energy: -4.3 eV



[7]
A 2-piece molecular cluster, C3H9N2O2 overall in a non-equilibrium geometry, computed with wB97M-V/def2-TZVPD.

XYZ file:
```
16
Properties=species:S:1:pos:R:3:forces:R:3
C 0.57179 0.01452 -1.00387 1.4 -4.3 -2.0
C -0.99747 1.74245 0.63815 0.9 -1.6 -0.3
C -0.72284 0.37875 1.12949 -0.3 0.3 0.6
N 1.24972 -1.53288 -2.18150 -3.0 2.8 1.7
N 0.17013 -0.32520 0.12391 -0.2 -1.0 0.7
O -0.17611 0.31648 2.35168 -0.7 -2.1 1.4
O 1.00296 -2.56044 -1.36562 0.1 -1.0 0.1
H 0.29030 0.83723 -1.55246 -0.2 2.1 -0.8
H -1.86836 2.13775 0.97584 -2.7 0.9 1.1
H -1.05313 1.58627 -0.37930 -0.6 0.7 -2.4
H -0.23875 2.41763 0.86726 1.6 1.0 0.3
H -1.57288 -0.26462 1.30351 -0.6 -0.2 -1.1
H 2.20994 -1.29633 -2.10153 1.4 0.1 0.5
H 0.36132 -1.28575 0.44552 0.4 0.0 -0.3
H 0.56231 0.84837 2.47819 2.1 1.8 0.3
H 0.21104 -3.01422 -1.72928 0.4 0.4 0.2
```
Positions in Å, forces in eV/Å.

## Properties
* net charge: +1
* M: 105.117 g/mol
* LUMO: -0.1855 hartree
* HOMO energy: -14.8 eV



[8]
An isolated ion of composition C3H9N2O2S and charge +1 in a non-equilibrium geometry, computed with wB97M-V/def2-TZVPD.

XYZ file:
```
17
Properties=species:S:1:pos:R:3:forces:R:3
C -1.76790 0.57799 -0.01137 0.1 1.4 0.7
C 0.80181 0.49221 -0.22760 -0.5 1.2 -0.3
C 1.71705 -0.77110 -0.40412 0.5 3.7 2.8
N -0.61825 0.02590 -0.27853 0.7 -2.4 -0.9
N -1.98041 1.89553 0.36042 0.1 -1.1 0.0
O 1.35519 -1.70546 0.51063 -1.0 -1.7 3.3
O -2.78840 -1.86914 -0.10278 1.8 0.6 1.8
S -3.26064 -0.33111 0.02657 -0.8 -0.5 -0.5
H 0.89566 1.13115 0.70760 0.4 -1.3 -0.7
H 1.03814 1.20798 -1.03301 -0.5 -0.3 0.0
H 2.68549 -0.41465 -0.09992 0.8 0.5 -0.4
H 1.84304 -1.10198 -1.39237 -0.6 -0.9 -1.3
H -0.60816 -1.03291 -0.50264 -0.6 2.2 0.7
H -1.19324 2.52470 0.67226 -1.5 -1.1 -0.6
H -2.98471 2.11460 0.60166 1.9 0.1 -0.2
H 1.43582 -1.38467 1.49859 0.0 -0.8 -3.1
H -3.07215 -2.59828 -0.64092 -1.0 0.3 -1.3
```
Positions in Å, forces in eV/Å.

## Properties
* net charge: +1
* M: 137.184 g/mol
* LUMO: -0.1347 hartree
* HOMO energy: -13.7 eV



Relative energy (zero: lowest compared OMol25 entry of this formula, charge and spin) in eV, matching the order above: 4.902, 3.126, 3.520, 5.201, 0.195, 0.015, 6.539, 1.632